No. 1
ORCA calculation (wB97M-V/def2-TZVPD) on a molecular structure, C21H33LaN2O4P2.

Each line ends with the Mulliken charge.
Atoms and positions in Å:
La (-0.096, -0.458, 0.663)  1.421
P (-2.641, 0.159, -0.821)  0.852
P (2.541, 0.606, 1.118)  0.772
O (-0.302, 1.346, -5.525)  -0.582
O (1.294, -1.753, -2.657)  -0.529
O (-2.420, 2.883, 2.213)  -0.597
O (-0.241, -1.017, 3.043)  -0.719
N (0.043, 1.969, -0.300)  0.312
N (-1.349, 0.836, 2.329)  0.223
C (-2.195, 1.687, 4.381)  -0.495
C (-1.174, -4.807, 0.993)  -0.844
C (0.930, 4.172, -0.035)  -0.914
C (-0.847, 3.785, -1.576)  -1.218
C (-1.477, 0.382, 4.636)  -0.518
C (-2.037, 1.944, 2.895)  -0.068
C (-3.305, -0.726, -2.302)  -1.304
C (1.903, 2.363, 1.363)  -1.169
C (-1.404, -3.635, 0.263)  0.190
C (0.103, -5.449, 0.902)  -0.378
C (3.219, 0.297, 2.765)  -1.306
C (0.900, 2.834, 0.306)  0.700
C (-4.175, 0.532, 0.049)  -1.593
C (-0.380, -3.121, -0.636)  0.015
C (0.938, -3.738, -0.548)  -0.217
C (1.186, -4.916, 0.128)  -0.854
C (0.070, 4.651, -1.015)  -0.660
C (4.038, 0.935, 0.161)  -1.331
C (-2.183, 1.775, -1.428)  -1.377
C (-0.955, 2.467, -1.135)  0.995
C (-0.962, -0.013, 3.299)  0.447
H (-2.814, 2.319, -2.110)  0.286
H (0.775, -2.032, -3.377)  0.290
H (-4.978, 0.871, -0.598)  0.483
H (-2.359, -3.102, 0.459)  0.250
H (3.826, 1.565, -0.705)  0.376
H (-1.956, -5.269, 1.640)  0.335
H (-0.861, -2.367, -1.358)  0.090
H (-3.556, -1.752, -1.975)  0.377
H (-4.018, 1.308, 0.791)  0.234
H (0.997, -0.829, -2.458)  0.260
H (1.451, 2.424, 2.382)  0.331
H (-4.204, -0.174, -2.633)  0.479
H (0.092, 5.660, -1.329)  0.466
H (2.460, 0.471, 3.532)  0.318
H (-3.261, 1.580, 4.598)  0.226
H (2.169, -5.415, 0.029)  0.357
H (-1.620, 4.125, -2.228)  0.410
H (2.777, 3.042, 1.309)  0.515
H (-4.387, -0.419, 0.498)  0.455
H (-0.937, 1.342, -6.259)  0.291
H (1.662, 4.816, 0.417)  0.432
H (3.490, -0.762, 2.797)  0.409
H (1.735, -3.204, -1.040)  0.410
H (0.266, -6.368, 1.459)  0.341
H (-0.646, 0.462, 5.339)  0.275
H (0.569, 1.665, -5.730)  0.299
H (4.107, 0.902, 2.971)  0.424
H (-2.530, -0.720, -3.087)  0.278
H (-0.022, -2.025, -0.876)  -0.298
H (4.831, 1.393, 0.758)  0.391
H (-1.757, 2.497, 4.967)  0.283
H (-2.147, -0.418, 4.951)  0.272
H (4.396, -0.028, -0.209)  0.403

## Properties
Highest occupied orbital energy   -4.6 eV
Strongest force on any atom   5.1 eV Å⁻¹
M   578.36 g/mol

---

No. 2
ORCA calculation (wB97M-V/def2-TZVPD) on a molecular structure, C25H28B2F4N5O4STl.

Each line ends with the Mulliken charge.
Atoms and positions in Å:
Tl (1.843, -0.696, -2.770)  2.810
S (1.744, 1.316, 2.052)  -0.309
F (0.421, -3.522, -1.181)  -0.352
F (4.673, 0.429, 0.776)  -0.356
F (2.956, -1.120, 0.539)  -0.350
F (-1.140, -4.515, -2.584)  -0.365
O (-1.126, -2.230, -2.406)  -0.467
O (0.753, -3.516, -3.521)  -0.570
O (2.862, 0.971, -0.578)  -0.470
O (4.553, -0.798, -1.163)  -0.660
N (-0.420, 0.679, 0.757)  -0.173
N (1.885, -2.881, -3.149)  -0.076
N (-0.414, -1.081, -2.439)  -0.046
N (3.728, -1.565, -1.889)  -0.016
N (1.458, 0.747, -0.637)  1.207
C (-2.350, 0.968, 3.913)  0.103
C (5.278, -3.434, -1.715)  -1.731
C (-1.242, 2.413, -2.829)  -2.205
C (-4.234, -0.648, 4.193)  -1.584
C (1.230, 3.141, -1.272)  -1.227
C (-0.290, 1.316, -2.406)  1.077
C (-4.714, 1.756, 3.680)  -1.608
C (-1.284, 1.323, 4.754)  -0.298
C (-0.794, 0.884, 2.077)  -1.561
C (1.589, 2.290, -3.983)  -1.284
C (1.795, 3.558, -3.607)  -0.849
C (0.011, 1.458, 4.285)  -1.523
C (-1.020, 0.008, -2.171)  0.398
C (1.099, 1.296, -3.022)  -0.279
C (0.846, 0.857, 0.634)  -0.079
C (1.610, 3.992, -2.229)  -0.691
C (-2.088, 0.751, 2.569)  0.159
C (-3.894, 1.097, 5.927)  -2.202
C (4.020, -2.774, -2.162)  0.549
C (2.914, -3.555, -2.815)  0.653
C (-2.441, 0.024, -1.719)  -1.662
C (0.252, 1.238, 2.936)  0.979
C (-3.779, 0.798, 4.432)  2.267
C (2.930, -5.040, -2.912)  -1.339
C (0.930, 1.732, -1.583)  1.259
B (3.737, -0.134, -0.042)  0.639
B (-0.306, -3.460, -2.363)  0.739
H (-1.464, 1.495, 5.805)  0.470
H (-4.931, 0.966, 6.242)  0.437
H (-5.738, 1.644, 4.042)  0.443
H (2.159, 4.276, -4.331)  0.437
H (-3.603, 2.123, 6.159)  0.433
H (-4.217, -0.904, 3.133)  0.319
H (-2.690, -0.945, -1.294)  0.470
H (1.208, 3.439, -0.230)  0.460
H (-5.254, -0.788, 4.557)  0.434
H (1.816, 1.975, -4.994)  0.500
H (-3.583, -1.350, 4.718)  0.375
H (-4.715, 1.557, 2.608)  0.304
H (5.923, -2.705, -1.236)  0.375
H (-1.854, 2.071, -3.665)  0.423
H (-2.873, 0.463, 1.880)  0.560
H (2.903, -5.336, -3.962)  0.318
H (-4.408, 2.793, 3.830)  0.377
H (1.847, 5.017, -1.976)  0.467
H (3.805, -5.474, -2.440)  0.374
H (-1.900, 2.689, -2.005)  0.393
H (-3.107, 0.209, -2.564)  0.333
H (-3.280, 0.420, 6.524)  0.427
H (5.794, -3.886, -2.563)  0.425
H (5.045, -4.226, -1.003)  0.387
H (2.022, -5.430, -2.451)  0.293
H (-2.584, 0.804, -0.975)  0.374
H (0.813, 1.725, 4.961)  0.382
H (-0.711, 3.305, -3.146)  0.502

## Properties
Highest occupied orbital energy   -8.5 eV
Strongest force on any atom   0.4 eV Å⁻¹
M   796.60 g/mol

---

No. 3
ORCA calculation (wB97M-V/def2-TZVPD) on C26H20Cl2N4O3 in the gas phase.

Each line ends with the Mulliken charge.
Atoms and positions in Å:
Cl (-3.040, 2.002, -1.026)  -0.228
Cl (0.011, -3.037, 4.190)  -0.171
O (1.899, -0.618, 6.553)  -0.680
O (2.184, -1.016, -1.082)  -0.513
O (-2.182, 2.867, -6.092)  -0.692
N (1.383, -0.382, 4.374)  -0.087
N (-2.358, 2.412, -3.847)  -0.063
N (-0.661, 1.524, -5.124)  -0.085
N (2.773, -2.127, 5.128)  -0.128
C (1.590, -0.504, 2.997)  0.058
C (1.999, -1.024, 5.416)  0.246
C (0.046, 0.916, -4.079)  0.081
C (-5.168, 4.817, -3.810)  -0.717
C (-3.862, 3.089, -2.114)  0.699
C (1.538, -4.285, 2.369)  -0.629
C (2.869, -0.649, 2.466)  0.040
C (0.301, 1.577, -2.879)  -0.211
C (0.988, 0.946, -1.861)  -0.064
C (1.450, -0.355, -2.029)  0.109
C (2.737, -4.708, 1.826)  -0.474
C (-4.921, 3.837, -1.639)  -0.590
C (-4.109, 4.067, -4.284)  -0.452
C (0.500, -0.451, 2.132)  -0.773
C (3.923, -3.479, 3.504)  -0.302
C (3.931, -4.321, 2.411)  -0.713
C (0.675, -0.590, 0.770)  -0.190
C (1.247, -0.999, -3.246)  -0.880
C (0.552, -0.370, -4.258)  -0.794
C (3.046, -0.798, 1.106)  -1.069
C (-5.579, 4.707, -2.493)  -0.440
C (1.951, -0.779, 0.250)  0.447
C (1.531, -3.458, 3.479)  0.854
C (-3.435, 3.185, -3.443)  0.162
C (2.727, -3.003, 4.039)  -0.107
C (-1.777, 2.331, -5.085)  0.332
H (-0.373, 1.287, -6.063)  0.272
H (-0.008, 2.603, -2.747)  0.599
H (0.393, -0.878, -5.197)  0.384
H (-0.493, -0.316, 2.533)  0.392
H (-5.226, 3.739, -0.609)  0.397
H (3.381, -2.390, 5.891)  0.251
H (4.852, -3.164, 3.958)  0.420
H (-3.787, 4.146, -5.310)  0.487
H (2.737, -5.351, 0.961)  0.423
H (0.646, 0.242, 4.672)  0.216
H (1.184, 1.472, -0.938)  0.516
H (-1.989, 1.805, -3.123)  0.120
H (1.640, -1.995, -3.380)  0.441
H (4.871, -4.669, 2.010)  0.387
H (-5.676, 5.494, -4.479)  0.375
H (-0.179, -0.568, 0.110)  0.582
H (4.033, -0.927, 0.690)  0.449
H (-6.406, 5.293, -2.124)  0.374
H (3.726, -0.632, 3.121)  0.515
H (0.599, -4.607, 1.947)  0.426

## Properties
Highest occupied orbital energy   -8.1 eV
Strongest force on any atom   0.6 eV Å⁻¹
SMILES   O=C(Nc1ccc(Oc2ccc(NC(=O)Nc3ccccc3Cl)cc2)cc1)Nc1ccccc1Cl
M   507.38 g/mol